Below is C48H55N4RuSi as an isolated structure at a distorted geometry, with properties calculated with the ωB97M-V functional and the def2-TZVPD basis.

## Properties
Multiplicity: 6
Energy above the lowest of the compared OMol25 structures with the same formula, charge and spin (eV): 0.972
<S²>: 8.7788
E_LUMO (spin up / spin down) (Ha): -0.00553 / -0.08999
Frontier orbital gap (spin up / spin down) (eV): 4.47 / 4.62
HOMO (spin up / spin down) (eV): -4.6 / -7.1
Charge: 0
Maximum force (eV/Å): 4.3

CARTESIAN COORDINATES (ANGSTROEM)
Ru  13.24  10.60  11.42
C  7.80  13.36  10.62
C  7.73  11.83  10.46
C  8.95  11.17  11.08
C  8.98  10.38  12.22
C  7.81  9.89  13.03
C  7.51  10.75  14.26
C  10.38  10.16  12.51
C  10.84  9.46  13.65
C  12.16  9.19  13.93
C  12.63  8.45  15.07
C  11.68  7.96  16.13
C  11.25  9.05  17.15
C  14.02  8.58  15.12
C  14.36  9.32  13.92
C  15.68  9.65  13.61
C  16.16  10.33  12.46
N  15.32  10.86  11.48
C  16.16  11.51  10.58
C  15.69  12.13  9.38
C  14.35  12.31  9.06
N  13.26  11.78  9.74
C  12.09  12.40  9.13
C  10.77  12.17  9.54
C  10.32  11.43  10.66
N  11.17  10.77  11.54
C  12.53  13.22  8.04
C  13.91  13.20  8.03
C  14.86  14.11  7.20
C  15.54  15.17  8.10
C  11.60  14.10  7.29
C  11.18  15.39  7.98
C  17.57  11.29  10.94
C  17.53  10.57  12.11
C  18.67  10.17  13.01
C  18.66  8.71  13.39
C  18.79  11.68  10.11
C  19.40  10.66  9.16
N  13.25  9.66  13.21
C  15.01  8.04  16.17
C  15.37  8.95  17.33
H  6.80  13.77  10.47
H  8.50  13.84  9.87
H  8.13  13.63  11.62
H  7.70  11.55  9.41
H  6.83  11.46  10.90
H  8.08  8.88  13.46
H  6.96  9.67  12.42
H  8.46  11.27  14.56
H  7.20  10.12  15.11
H  6.73  11.47  13.96
H  10.15  9.27  14.44
H  12.11  7.09  16.65
H  10.86  7.56  15.52
H  11.95  9.14  18.00
H  10.24  8.83  17.51
H  11.22  10.03  16.57
H  16.45  9.51  14.35
H  16.44  12.49  8.66
H  9.96  12.52  8.91
H  14.38  14.75  6.42
H  15.56  13.47  6.66
H  14.83  15.54  8.84
H  15.87  16.02  7.44
H  16.41  14.72  8.66
H  10.65  13.53  7.07
H  11.97  14.29  6.27
H  10.80  15.15  9.00
H  10.36  15.89  7.44
H  12.06  16.06  8.13
H  18.51  10.81  13.91
H  19.62  10.46  12.54
H  18.67  8.56  14.52
H  19.58  8.20  13.12
H  17.76  8.21  12.99
H  19.48  11.95  10.93
H  18.56  12.60  9.58
H  19.49  9.68  9.66
H  20.41  11.00  8.82
H  18.81  10.51  8.22
H  15.93  7.81  15.61
H  14.63  7.11  16.54
H  15.92  9.82  16.92
H  16.00  8.46  18.07
H  14.46  9.32  17.82
C  10.60  8.36  6.27
C  10.15  8.69  7.52
C  11.02  8.72  8.61
C  12.38  8.48  8.48
C  12.90  8.22  7.16
C  12.00  8.16  6.12
Si  13.37  8.78  10.12
C  15.14  8.22  9.77
C  15.72  7.16  10.46
C  16.94  6.60  10.08
C  17.62  7.11  9.02
C  17.15  8.28  8.42
C  15.95  8.90  8.80
H  9.99  8.29  5.40
H  9.10  8.94  7.62
H  10.67  9.06  9.54
H  13.95  7.96  6.88
H  12.32  7.95  5.11
H  12.93  7.58  10.94
H  15.19  6.82  11.34
H  17.31  5.87  10.76
H  18.60  6.72  8.75
H  17.72  8.77  7.63
H  15.66  9.83  8.36